{"formula": "C46H41IrN3PS2Te", "method": "ωB97M-V/def2-TZVPD", "species": ["Ir", "S", "C", "N", "C", "C", "N", "C", "C", "C", "C", "C", "C", "C", "C", "S", "C", "C", "C", "C", "C", "C", "C", "H", "H", "H", "H", "H", "H", "H", "H", "H", "H", "H", "H", "H", "H", "H", "H", "H", "H", "C", "C", "C", "C", "C", "C", "C", "C", "C", "C", "C", "C", "C", "C", "C", "N", "H", "H", "H", "H", "H", "H", "H", "H", "H", "H", "Te", "C", "P", "C", "C", "C", "C", "C", "C", "C", "C", "C", "C", "C", "C", "H", "H", "H", "H", "H", "H", "H", "H", "H", "H", "H", "H", "H"], "positions_angstrom": [[0.013, -1.347, -0.530], [-2.001, -0.342, 0.578], [-2.082, 1.203, -0.153], [-3.162, 2.010, 0.088], [-3.235, 3.297, -0.515], [-2.789, 3.203, -1.961], [-1.425, 2.672, -1.972], [-0.591, 3.147, -3.052], [-0.076, 4.547, -2.769], [-0.476, 5.641, -3.532], [-0.041, 6.913, -3.220], [0.815, 7.111, -2.162], [1.270, 6.025, -1.428], [0.791, 4.759, -1.709], [-1.113, 1.648, -1.137], [0.478, 0.993, -1.162], [-4.183, 1.720, 1.079], [-5.542, 1.578, 0.415], [-6.569, 2.482, 0.695], [-7.794, 2.360, 0.088], [-8.040, 1.326, -0.819], [-6.987, 0.478, -1.131], [-5.740, 0.608, -0.562], [-2.632, 4.016, 0.043], [-4.280, 3.580, -0.477], [-2.775, 4.210, -2.380], [-3.517, 2.596, -2.518], [-1.183, 3.138, -3.957], [0.208, 2.416, -3.193], [-1.098, 5.450, -4.399], [-0.356, 7.745, -3.837], [1.151, 8.109, -1.926], [1.931, 6.185, -0.595], [1.103, 3.921, -1.077], [-4.186, 2.520, 1.813], [-3.851, 0.792, 1.555], [-6.384, 3.252, 1.439], [-8.601, 3.038, 0.350], [-9.010, 1.188, -1.277], [-7.111, -0.304, -1.878], [-4.933, -0.055, -0.835], [-2.403, -4.974, -0.726], [-2.435, -5.415, 0.587], [-1.654, -4.742, 1.533], [-0.860, -3.651, 1.147], [-0.828, -3.180, -0.166], [-1.616, -3.890, -1.075], [-0.002, -2.961, 2.145], [0.369, -3.551, 3.366], [1.172, -2.832, 4.219], [1.531, -1.501, 3.898], [2.324, -0.677, 4.752], [2.621, 0.609, 4.378], [2.169, 1.115, 3.140], [1.464, 0.349, 2.275], [1.133, -0.982, 2.633], [0.436, -1.752, 1.775], [-2.967, -5.542, -1.477], [-3.072, -6.240, 0.872], [-1.696, -5.059, 2.563], [-1.682, -3.604, -2.123], [0.041, -4.570, 3.591], [1.540, -3.233, 5.147], [2.679, -1.109, 5.687], [3.213, 1.246, 5.030], [2.442, 2.128, 2.839], [1.066, 0.749, 1.349], [-0.139, -1.765, -2.974], [3.206, -0.890, -2.350], [2.636, -1.576, -0.752], [3.928, -0.810, 0.312], [4.700, -1.485, 1.257], [5.645, -0.778, 2.003], [5.839, 0.576, 1.831], [5.109, 1.256, 0.874], [4.165, 0.568, 0.123], [3.118, -3.309, -0.790], [3.762, -3.929, -1.860], [3.990, -5.306, -1.846], [3.663, -6.063, -0.732], [3.043, -5.452, 0.357], [2.764, -4.088, 0.310], [4.284, -0.793, -2.324], [2.715, 0.094, -2.510], [2.955, -1.530, -3.201], [4.596, -2.548, 1.407], [6.186, -1.336, 2.766], [6.561, 1.093, 2.402], [5.277, 2.316, 0.670], [3.549, 1.144, -0.591], [4.056, -3.380, -2.743], [4.441, -5.781, -2.702], [3.865, -7.137, -0.677], [2.844, -6.046, 1.260], [2.259, -3.606, 1.140]], "s_squared": 6.041, "homo_lumo_gap_ha": [0.115, 0.196], "homo_energy_ha": [-0.1414, -0.2637], "de_lowest_kj_mol": 44.0, "multiplicity": 5}

{"formula": "C46H42F9N4NaO3P2STe", "method": "ωB97M-V/def2-TZVPD", "species": ["Na", "N", "P", "C", "C", "C", "C", "C", "C", "C", "C", "C", "C", "C", "C", "P", "C", "C", "C", "C", "C", "C", "C", "C", "C", "C", "C", "C", "H", "H", "H", "H", "H", "H", "H", "H", "H", "H", "H", "H", "H", "H", "H", "H", "H", "H", "H", "H", "H", "C", "N", "C", "C", "C", "C", "C", "C", "C", "C", "H", "H", "H", "H", "H", "H", "H", "H", "H", "H", "H", "H", "H", "Te", "C", "C", "C", "C", "S", "H", "H", "H", "F", "C", "F", "F", "C", "O", "C", "F", "F", "F", "C", "F", "F", "F", "C", "N", "C", "C", "C", "O", "N", "C", "O", "H", "H", "H", "H", "H"], "positions_angstrom": [[-0.807, 0.387, -0.825], [1.088, 0.787, 1.269], [-0.230, -0.092, 1.951], [0.476, -0.717, 3.555], [1.272, 0.067, 4.383], [1.845, -0.458, 5.532], [1.610, -1.782, 5.884], [0.776, -2.560, 5.094], [0.214, -2.029, 3.941], [-1.198, 1.247, 2.761], [-2.468, 0.858, 3.189], [-3.287, 1.743, 3.872], [-2.840, 3.030, 4.141], [-1.582, 3.427, 3.712], [-0.770, 2.542, 3.016], [2.020, 0.058, 0.023], [3.489, -0.630, 0.940], [4.113, -1.762, 0.424], [5.209, -2.330, 1.057], [5.697, -1.773, 2.232], [5.088, -0.639, 2.753], [4.002, -0.070, 2.103], [2.964, 1.542, -0.545], [2.856, 2.820, -0.015], [3.640, 3.859, -0.503], [4.539, 3.634, -1.534], [4.646, 2.360, -2.084], [3.862, 1.331, -1.594], [1.614, 1.355, 1.925], [1.443, 1.113, 4.145], [2.472, 0.167, 6.158], [2.073, -2.199, 6.771], [0.573, -3.588, 5.372], [-0.432, -2.636, 3.317], [-2.822, -0.143, 2.956], [-4.281, 1.438, 4.174], [-3.485, 3.733, 4.656], [-1.241, 4.438, 3.897], [0.187, 2.885, 2.637], [3.712, -2.212, -0.479], [5.674, -3.219, 0.646], [6.546, -2.219, 2.738], [5.460, -0.196, 3.670], [3.556, 0.826, 2.522], [2.121, 3.031, 0.751], [3.534, 4.853, -0.085], [5.141, 4.448, -1.919], [5.328, 2.180, -2.907], [3.924, 0.343, -2.040], [0.893, -2.486, -3.167], [-0.129, -2.492, -4.254], [-0.869, -3.776, -4.288], [-1.084, -1.312, -4.169], [-0.342, -0.038, -4.458], [-0.329, 0.396, -5.792], [0.409, 1.515, -6.145], [1.145, 2.158, -5.151], [1.139, 1.672, -3.847], [0.387, 0.560, -3.418], [1.692, -3.178, -3.435], [0.408, -2.777, -2.238], [1.240, -1.461, -3.029], [0.363, -2.355, -5.136], [-1.491, -3.819, -3.391], [-0.161, -4.603, -4.300], [-1.500, -3.804, -5.176], [-1.536, -1.358, -3.178], [-1.838, -1.512, -4.932], [-0.905, -0.133, -6.551], [0.411, 1.878, -7.167], [1.721, 3.045, -5.400], [1.747, 2.201, -3.117], [-4.219, -1.815, -0.330], [-6.035, -0.752, -0.071], [-6.665, -0.290, 1.060], [-7.878, 0.419, 0.818], [-8.188, 0.495, -0.506], [-6.985, -0.305, -1.443], [-6.249, -0.452, 2.046], [-8.487, 0.863, 1.597], [-9.034, 0.968, -0.980], [-3.658, 4.708, -0.358], [-3.095, 3.473, -0.369], [-3.833, 2.718, -1.189], [-3.229, 2.979, 0.858], [-1.580, 3.473, -0.808], [-0.964, 2.367, -0.447], [-1.562, 3.700, -2.366], [-1.861, 2.580, -3.015], [-0.346, 4.101, -2.772], [-2.437, 4.642, -2.795], [-0.921, 4.762, -0.172], [-1.319, 4.955, 1.099], [0.412, 4.643, -0.136], [-1.182, 5.916, -0.822], [1.568, -4.925, 1.868], [0.465, -4.481, 1.042], [-0.534, -5.327, 0.651], [-1.478, -4.923, -0.207], [-1.379, -3.575, -0.772], [-2.069, -3.254, -1.751], [-0.460, -2.705, -0.259], [0.431, -3.120, 0.651], [1.283, -2.401, 1.203], [1.585, -6.015, 1.876], [1.487, -4.549, 2.890], [2.506, -4.545, 1.464], [-0.508, -6.325, 1.075], [-2.277, -5.572, -0.532]], "charge": -2, "homo_lumo_gap_ha": 0.152, "homo_energy_ha": -0.0275, "de_lowest_kj_mol": 104.1}

{"formula": "C46H43I2N10OP2STl", "method": "ωB97M-V/def2-TZVPD", "species": ["Tl", "N", "P", "C", "C", "C", "C", "C", "C", "C", "C", "C", "C", "C", "C", "P", "C", "C", "C", "C", "C", "C", "C", "C", "C", "C", "C", "C", "H", "H", "H", "H", "H", "H", "H", "H", "H", "H", "H", "H", "H", "H", "H", "H", "H", "H", "H", "H", "H", "S", "C", "C", "C", "C", "C", "C", "C", "C", "C", "N", "H", "H", "H", "H", "H", "H", "N", "C", "N", "C", "N", "N", "C", "N", "C", "C", "C", "C", "C", "N", "H", "H", "H", "H", "H", "H", "H", "H", "I", "I", "N", "C", "N", "C", "C", "O", "C", "C", "H", "H", "H", "H", "H", "H", "H", "H"], "positions_angstrom": [[-0.368, -0.489, -0.079], [2.059, 2.150, -1.433], [1.884, 0.490, -1.868], [3.425, 0.194, -2.796], [3.810, -1.143, -2.929], [4.970, -1.481, -3.608], [5.771, -0.485, -4.147], [5.412, 0.848, -4.006], [4.245, 1.187, -3.338], [0.691, 0.702, -3.294], [-0.162, 2.483, -4.128], [-1.060, 1.700, -5.156], [-0.363, 0.708, -6.042], [0.251, -0.364, -5.531], [0.497, -0.601, -4.060], [1.298, 2.534, 0.102], [0.382, 4.053, -0.275], [-0.739, 4.324, 0.502], [-1.498, 5.463, 0.267], [-1.145, 6.328, -0.757], [-0.021, 6.067, -1.534], [0.744, 4.938, -1.287], [2.744, 3.164, 1.008], [4.001, 2.575, 0.900], [5.052, 3.003, 1.702], [4.850, 4.012, 2.631], [3.596, 4.596, 2.754], [2.551, 4.177, 1.949], [3.022, 2.474, -1.460], [3.209, -1.925, -2.476], [5.256, -2.519, -3.700], [6.683, -0.747, -4.665], [6.043, 1.626, -4.413], [4.003, 2.240, -3.240], [-0.221, 3.566, -4.078], [-1.730, 2.354, -5.712], [-0.444, 0.833, -7.114], [0.655, -1.105, -6.208], [1.423, -1.186, -4.018], [-1.016, 3.644, 1.302], [-2.362, 5.676, 0.883], [-1.733, 7.217, -0.941], [0.268, 6.760, -2.313], [1.636, 4.753, -1.875], [4.192, 1.765, 0.203], [6.026, 2.543, 1.601], [5.667, 4.345, 3.256], [3.434, 5.384, 3.476], [1.581, 4.649, 2.052], [1.911, -3.006, 2.986], [2.954, -1.732, 2.545], [2.379, -0.885, 1.640], [1.056, -1.277, 1.314], [0.663, -2.409, 1.970], [-0.663, -3.044, 1.859], [-1.018, -4.201, 2.542], [-2.293, -4.709, 2.375], [-3.185, -4.058, 1.533], [-2.754, -2.914, 0.889], [-1.527, -2.419, 1.050], [3.941, -1.672, 2.975], [2.880, -0.011, 1.250], [-0.309, -4.696, 3.193], [-2.590, -5.609, 2.897], [-4.187, -4.428, 1.376], [-3.403, -2.371, 0.212], [1.196, 1.894, -4.127], [-0.680, 1.457, -3.071], [-1.713, 1.016, -4.017], [-3.018, 1.178, -3.685], [-3.929, 1.114, -4.657], [-3.404, 1.385, -2.442], [-2.392, 1.533, -1.554], [-1.110, 1.614, -1.739], [-2.845, 1.520, -0.135], [-3.939, 2.250, 0.291], [-4.288, 2.195, 1.632], [-3.559, 1.386, 2.491], [-2.505, 0.653, 1.979], [-2.152, 0.732, 0.692], [1.585, 1.662, -5.044], [1.843, 2.446, -3.549], [-3.703, 0.762, -5.572], [-4.898, 1.189, -4.394], [-4.491, 2.845, -0.421], [-5.125, 2.770, 2.002], [-3.802, 1.308, 3.540], [-1.919, -0.014, 2.598], [0.816, 1.118, 3.724], [-0.534, 3.162, 4.744], [-0.764, -1.364, -2.012], [-0.515, -1.482, -3.225], [-0.951, -2.610, -3.984], [-1.255, -3.775, -3.145], [-1.568, -4.960, -4.036], [-2.688, -4.686, -4.857], [-2.431, -3.572, -5.678], [-2.107, -2.339, -4.851], [-2.106, -3.572, -2.484], [-0.389, -3.987, -2.516], [-1.822, -5.833, -3.438], [-0.699, -5.204, -4.660], [-3.330, -3.403, -6.270], [-1.597, -3.787, -6.361], [-2.981, -2.066, -4.239], [-1.887, -1.512, -5.522]], "charge": 2, "homo_lumo_gap_ha": 0.274, "homo_energy_ha": -0.4646, "de_lowest_kj_mol": 145.9}